Record 1
A 2-piece molecular cluster, C6H13N overall. Source: the Open Molecules 2025 dataset; level of theory: ωB97M-V with the def2-TZVPD basis set.

Geometry as XYZ:
```
20
Properties=species:S:1:pos:R:3
C -2.575 2.427 0.282
C 0.552 1.438 -0.686
C 0.129 0.188 -1.416
N 1.040 -0.658 -0.646
C 0.993 -2.099 -0.873
C 0.468 -1.497 0.384
C 1.184 -1.570 1.706
H -3.297 1.620 0.131
H -2.403 2.938 -0.670
H -2.984 3.146 0.997
H 1.249 1.982 -1.360
H -1.623 2.028 0.654
H 0.379 0.096 -2.481
H -0.930 -0.070 -1.261
H 1.949 -2.621 -0.881
H 0.263 -2.474 -1.592
H -0.622 -1.465 0.453
H 0.914 -2.480 2.253
H 2.268 -1.556 1.557
H 0.912 -0.703 2.317
```

Summary:
HOMO-LUMO gap, eV: 8.60
E_tot, hartree: -290.95928
Spin multiplicity: 1
Molecular weight, u: 99.2
Net charge: 0
E_HOMO, eV: -8.648
ΔE to the lowest compared entry with this formula, charge and spin, kJ/mol: 523.7

***

Record 2
C6H13N as an isolated structure at a distorted geometry. Source: the Open Molecules 2025 dataset; level of theory: ωB97M-V with the def2-TZVPD basis set.

Geometry as XYZ:
```
20
Properties=species:S:1:pos:R:3
C -0.014 0.027 -0.798
C -0.441 -1.179 -0.217
C -0.654 1.443 1.884
C 1.347 0.655 -0.798
C 1.040 -2.264 -0.927
C -1.174 1.031 0.536
N -2.291 1.327 0.042
H -0.589 0.289 -1.684
H -2.846 1.987 0.609
H -1.295 -1.633 -0.706
H -0.386 -1.422 0.838
H -0.581 0.579 2.548
H 0.350 1.862 1.799
H -1.296 2.198 2.356
H 1.248 1.741 -0.811
H 1.871 0.417 -1.725
H 1.926 0.375 0.080
H 1.857 -2.144 -0.221
H 1.343 -2.042 -1.946
H 0.584 -3.247 -0.857
```

Summary:
HOMO-LUMO gap, eV: 8.50
E_tot, hartree: -291.02020
Spin multiplicity: 1
Molecular weight, u: 99.2
Net charge: 0
E_HOMO, eV: -7.545
ΔE to the lowest compared entry with this formula, charge and spin, kJ/mol: 363.7

***

Record 3
A single C6H13N molecule at a distorted geometry. Source: the Open Molecules 2025 dataset; level of theory: ωB97M-V with the def2-TZVPD basis set.

Geometry as XYZ:
```
20
Properties=species:S:1:pos:R:3
C 2.019 1.053 0.396
C 0.858 0.305 1.260
N -0.433 1.526 -1.127
C -0.827 0.238 -0.622
C -0.344 -0.212 0.603
C -0.623 -1.680 0.964
C -1.769 -0.551 -1.534
H 3.054 0.798 0.750
H 1.972 0.607 -0.607
H 2.148 2.192 0.179
H 0.588 0.918 2.248
H 1.295 -0.496 1.797
H 0.245 1.486 -1.918
H -0.234 2.333 -0.452
H -0.531 -1.735 2.106
H 0.172 -2.396 0.625
H -1.460 -1.985 0.467
H -2.698 -0.803 -0.910
H -1.309 -1.590 -1.784
H -2.123 -0.007 -2.443
```

Summary:
SMILES: CC/C(C)=C(/C)N
HOMO-LUMO gap, eV: 8.74
E_tot, hartree: -291.08190
Spin multiplicity: 1
Molecular weight, u: 99.2
Net charge: 0
E_HOMO, eV: -7.758
ΔE to the lowest compared entry with this formula, charge and spin, kJ/mol: 201.8